13
Properties=species:S:1:pos:R:3:forces:R:3:lowdin_charge:R:1 method="wB97M-V/def2-TZVPD" e_above_lowest_kcal_mol=92.85 total_energy_ev=-8806.50247 smiles="C/C(CO)=N/O" fmax_ev_per_a=2.03
H -0.516796 -1.359814 -1.174102 0.0 -2.0 -0.2 0.09
H -0.569972 1.763058 1.413301 0.0 0.3 0.1 0.08
C 1.085825 -0.135323 -0.020007 0.0 0.3 0.0 -0.20
N -1.260518 -0.886583 0.351235 -0.5 1.2 -0.7 0.04
O -0.860685 -1.953929 -0.466928 0.5 -0.1 -0.6 -0.07
H 1.391775 -0.321341 1.025689 0.0 0.1 -0.2 0.14
C -0.434302 0.070800 0.137616 0.0 0.0 1.1 -0.36
H 1.368650 -1.987546 -0.521264 0.0 0.2 -0.1 0.09
C -0.895245 1.457869 0.419883 0.0 0.3 0.3 -0.04
H -0.473366 2.150298 -0.318551 0.0 -0.1 0.2 0.09
H -1.983737 1.511156 0.350525 0.2 0.0 0.2 0.08
H 1.527271 0.812672 -0.327318 0.0 0.0 0.0 0.12
O 1.621094 -1.121321 -0.870083 -0.1 -0.1 -0.1 -0.06

***

61
Properties=species:S:1:pos:R:3:forces:R:3:lowdin_charge:R:1 method="wB97M-V/def2-TZVPD" e_above_lowest_kcal_mol=0.00 total_energy_ev=-37018.75102 fmax_ev_per_a=5.48
O -3.919532 2.310430 -1.191897 1.2 -1.3 1.1 -0.04
H -0.722020 -2.611889 1.695484 0.9 -0.2 0.7 0.00
H -4.502716 2.906707 -1.607361 -1.2 0.9 -0.9 0.04
O -0.471326 3.247205 -2.523162 0.8 -0.2 -0.6 -0.07
C -0.402180 0.979356 0.304926 0.4 -0.3 -0.6 -0.22
H 1.950804 -4.481597 -0.449203 0.2 -0.3 0.0 0.09
H 1.195052 -3.278749 1.440808 -0.1 -0.6 -0.1 0.01
H 2.446125 3.132556 -1.754571 -0.4 -0.5 0.4 0.09
H -1.715589 -0.556568 0.625428 -0.3 -0.1 0.0 0.05
N -1.610404 0.200499 -0.041384 -0.5 0.9 -0.1 0.03
O -1.413138 -0.775862 -2.506085 -0.1 0.6 0.4 -0.11
H -0.302417 1.759054 -0.475036 0.1 -0.4 0.6 0.09
H 2.472030 0.974771 -1.425800 0.4 -0.7 -0.1 0.02
H -1.024466 -2.900975 -0.446570 -1.0 0.1 2.6 0.00
H 0.997714 2.723151 -1.769214 -1.9 0.4 -1.1 -0.03
O -2.393600 1.514435 -3.256065 -0.6 -0.3 -1.5 -0.10
H -0.069111 -0.405316 2.614943 -0.3 0.3 -0.2 0.04
H -2.048118 0.607922 -2.996850 -0.1 0.0 -0.5 0.02
H 2.269238 -0.460252 -1.962769 -1.0 -0.9 -0.7 -0.04
H 0.805926 -3.437254 -0.661259 1.2 -0.3 0.5 0.05
O 1.126273 -1.600576 -2.665772 1.6 -1.4 -2.8 -0.09
H -1.218060 2.371917 1.750676 0.4 -0.8 0.0 0.13
O 3.443263 -1.645144 0.434351 -0.6 -0.3 -0.6 -0.10
O -1.540675 -2.532185 1.184662 -0.8 0.2 -0.6 -0.05
H 1.559488 -2.111564 -3.466120 -1.4 1.4 2.6 0.16
H -0.472561 -0.725706 -2.757385 -0.1 -0.1 -0.1 0.04
H -1.124176 -2.415880 -1.778251 -2.5 3.6 -3.3 -0.04
H 1.018332 -1.239547 4.330396 1.1 -0.2 -1.0 -0.02
H -1.449298 -0.394734 -1.539533 -0.1 -0.2 -0.2 0.03
H 1.103649 2.982497 1.102907 0.3 -0.3 0.5 0.08
H -0.927574 3.693316 -1.810433 -0.5 0.6 0.7 -0.01
H -2.150424 -3.152608 1.581825 -0.2 -0.1 0.1 0.08
H -2.797181 3.458994 -0.694089 0.7 0.4 0.7 0.02
H -1.119900 2.603902 -2.842892 0.0 -0.1 -0.3 0.00
H 0.495509 0.288078 0.198628 -0.9 0.7 0.1 0.14
O 1.805463 2.531168 -1.323524 2.5 0.4 0.5 -0.05
H -0.349586 0.873484 3.769512 -0.4 -0.1 -0.3 0.08
O -0.694267 -3.039568 -1.308614 3.1 -4.1 0.8 0.00
C 0.923261 2.307688 1.961969 -0.7 -0.1 -1.2 -0.05
H -2.703387 1.465884 -4.203193 0.5 0.0 1.6 0.12
C -0.661354 0.506020 2.779441 -1.2 0.2 0.2 -0.08
H 0.705201 -2.250601 -2.075593 0.2 -0.1 -0.3 0.01
H -1.718304 4.005711 0.364774 0.1 -0.3 1.1 0.02
O 2.908307 0.084957 -1.542096 0.9 1.7 0.9 -0.07
O 2.307117 -0.873844 2.705085 1.0 -0.8 -0.7 -0.08
H 0.454937 -1.955132 5.508659 0.2 -3.0 1.7 0.00
H -1.761969 0.221645 2.818157 1.4 0.2 0.1 0.10
H 2.845822 -2.383181 0.105228 1.0 1.3 0.3 0.02
H 0.898753 2.867289 2.877346 0.0 0.3 0.5 0.08
O -2.054971 4.104310 -0.508120 -0.8 0.1 -1.4 -0.06
H 1.737729 1.588083 2.035659 0.2 0.2 -0.2 0.06
H -2.461650 0.812130 -0.015561 1.0 -0.8 0.2 0.11
H 2.821557 -1.127973 1.861356 0.0 -0.2 0.7 0.04
C -0.415969 1.582546 1.706150 0.2 0.3 0.3 -0.41
H 1.974572 -0.039989 2.414990 -0.6 1.0 0.1 -0.01
H 1.337555 -2.273502 2.479937 0.7 1.5 0.9 -0.03
H 3.380955 -0.909859 -0.246498 -0.1 -0.7 0.4 0.03
O 1.694829 -3.591526 -0.204361 -1.3 -0.1 -0.9 -0.06
H -3.386925 1.870329 -1.892770 -0.4 0.4 -0.2 0.02
O 0.421434 -1.174674 5.050202 -1.2 3.1 -0.5 0.00
O 0.801414 -3.028085 2.289023 -0.9 -1.2 -0.4 -0.04

***

55
Properties=species:S:1:pos:R:3:forces:R:3:lowdin_charge:R:1 method="wB97M-V/def2-TZVPD" e_above_lowest_kcal_mol=133.16 total_energy_ev=-44125.37089 fmax_ev_per_a=9.55
H 0.205581 -1.699979 4.373830 3.2 0.9 1.6 -0.03
H -0.242831 -0.759982 1.833134 1.1 0.7 -0.8 0.10
H 1.991424 -2.430008 0.729145 2.0 -0.7 1.1 0.03
O -2.583211 0.746473 -4.361680 -3.1 1.6 0.5 -0.05
H -1.688015 2.988700 -3.594524 -0.5 -0.9 -0.5 0.04
C 0.555851 -0.095446 1.361855 -1.4 -1.1 -2.3 -0.18
H 3.547794 -1.675719 3.009621 -0.5 0.3 0.5 0.05
H 3.473068 0.084437 -1.537898 0.8 -0.6 -0.1 0.01
H -0.776725 -1.244835 -0.940379 0.9 1.5 -0.8 0.09
H -3.085233 0.348626 -3.609752 1.7 -0.4 -1.1 0.03
C 1.005602 -0.740261 -0.123190 0.3 1.5 0.6 -0.36
H -4.012804 0.187536 0.664029 0.0 0.2 0.2 0.07
H -3.002343 -0.274312 1.659472 0.3 0.1 -0.7 0.05
H -3.798660 0.807745 -2.020315 -4.5 5.9 -1.7 -0.05
O -3.301090 0.153929 -1.763429 4.6 -5.5 3.5 -0.03
O 2.313352 1.098017 -2.614109 -1.5 0.0 -0.2 -0.05
H -3.068717 0.265066 -0.772468 -0.1 -0.3 -1.9 0.03
H 1.852829 -2.650044 -2.493449 -1.0 -0.7 1.9 -0.10
O -3.062242 0.265799 0.830520 -0.6 -0.1 1.0 -0.07
O -1.491771 2.661355 -2.723787 1.0 0.8 1.8 -0.05
H 2.337024 1.491166 -1.744398 0.0 0.7 0.4 0.01
H 4.026094 -1.153624 -0.901552 -0.6 -3.3 0.3 -0.01
H 1.460355 -0.124836 1.987626 -0.5 0.5 -0.2 0.07
H -0.737829 2.865685 -0.694810 0.8 0.9 -0.7 0.03
H 0.263821 4.054369 -1.205052 -0.1 0.2 -1.7 0.03
S 1.120208 -3.345083 -1.451074 1.4 1.0 -0.9 0.63
H -0.765795 1.594635 1.431789 -2.2 -0.2 1.3 0.04
H -1.716701 1.751449 -2.506389 -0.5 0.1 -1.3 0.00
H -2.981342 -2.640645 2.899928 -0.3 0.6 0.2 0.06
H 0.745567 1.950454 1.343758 -1.5 -1.5 -1.0 0.06
O 2.886613 -1.376034 3.663086 0.5 -0.5 -0.2 -0.05
O 3.949936 1.870503 0.840862 -0.1 0.8 2.2 -0.02
H -1.795799 0.351798 -4.637927 1.5 -1.6 0.0 0.01
H -2.914777 -2.416776 1.436026 -0.6 0.3 0.0 0.01
O -0.590443 -1.861668 3.975647 -3.9 -0.3 -1.9 -0.03
O -0.126542 3.598077 -0.490025 -0.4 -0.5 2.4 -0.06
O -3.126998 -3.250161 -0.153475 0.9 0.9 1.1 0.01
H 1.096270 3.674646 0.935668 0.7 0.0 1.2 0.03
H -0.441870 0.324870 -1.106921 -2.9 6.5 1.1 -0.07
H 2.416948 -0.646904 3.253392 0.1 0.1 0.0 -0.01
H 2.055250 -0.168817 -0.408027 -2.9 -1.7 0.8 0.12
H -3.856975 -3.017977 -0.680473 -1.6 1.0 -0.9 0.04
O 1.754115 3.435039 1.662611 -1.8 1.0 -1.1 -0.09
H 1.324411 1.022302 -2.709828 1.2 -0.3 -0.2 0.07
H -2.926683 -4.092192 -0.486030 0.9 -2.0 -0.5 0.04
H 0.289353 -2.701754 0.547341 0.6 0.6 0.0 0.06
C 1.208905 -2.269592 0.078466 -2.9 0.9 -2.2 -0.51
N -0.061003 -0.486974 -1.164542 3.4 -8.9 1.0 0.06
O -3.296794 -1.999720 2.237781 0.8 -0.8 0.2 -0.08
H 2.292245 2.820723 1.179482 1.4 -0.5 0.0 -0.04
O 4.211443 -0.267915 -0.988552 0.2 3.4 -0.7 -0.04
H 4.268703 1.055968 1.243837 0.0 0.0 -0.5 0.06
H 3.820992 1.711722 -0.063436 0.3 -0.8 -1.8 -0.01
N 0.015964 1.223822 0.996334 4.5 1.0 0.5 0.00
H -1.036522 -1.013652 3.772250 0.6 -0.7 0.4 0.05

***

35
Properties=species:S:1:pos:R:3:forces:R:3:lowdin_charge:R:1 method="wB97M-V/def2-TZVPD" e_above_lowest_kcal_mol=0.00 total_energy_ev=-44610.13355 smiles="COC(=O)[C@H](S)CCS(=O)(=O)c1ccc(OC)cc1" fmax_ev_per_a=3.68
O 2.430597 2.254048 0.044265 -0.1 -0.3 0.8 0.11
H -2.917732 -2.030966 0.746558 0.3 0.1 -0.3 0.11
H 2.111083 0.584606 -1.851558 0.1 0.1 0.1 0.11
H -1.130636 -2.784173 -0.905291 -0.4 0.7 0.1 0.13
C -1.443320 -1.725736 -0.828688 0.3 -0.2 0.0 -0.06
H 3.004883 -0.482922 2.378069 -0.1 0.1 0.1 -0.13
H 2.657935 -1.999078 -2.567596 0.1 0.2 -0.5 0.11
C 1.966453 -1.546969 -1.871948 -0.9 -0.5 0.6 -0.24
S 0.417126 -1.372062 -2.799170 0.0 -0.7 -3.6 0.72
H -5.071073 -1.061675 1.438342 0.2 0.2 -0.1 0.09
C -2.229209 0.968256 -0.729236 1.1 -0.4 -0.5 0.01
H 3.563210 -0.262208 -1.234519 -0.6 0.2 -0.3 0.13
C -4.517293 -0.242431 1.912349 1.0 -0.1 0.2 -0.04
O 2.242953 1.418762 2.125010 -0.3 0.7 0.6 -0.10
C -2.819394 0.043785 0.138839 0.2 -0.8 -0.4 -0.28
O 0.061103 -2.701000 -3.326142 0.2 1.2 1.7 -0.34
C -0.828373 -0.788637 -1.666822 -0.2 0.3 0.4 -0.31
H -0.731457 1.300599 -2.248021 -0.1 -0.2 0.0 0.12
H -5.257863 0.383654 2.472915 1.0 -0.2 -0.8 0.10
H 1.785900 -2.336801 -1.132792 -0.1 0.1 0.0 0.10
C 2.272598 2.770037 2.677892 0.5 0.9 -0.8 -0.02
H 3.241562 3.294070 2.465037 -0.8 -0.7 0.0 0.11
S 2.961179 -1.220424 1.275797 0.3 -1.2 -0.3 0.82
C 2.263231 1.315080 0.794456 -0.1 0.9 -2.0 -0.52
O -3.781925 0.567514 0.925240 -1.1 -0.4 1.2 -0.09
C 2.017971 -0.089540 0.214057 0.7 0.6 0.8 -0.54
H 1.463921 3.396008 2.255190 0.4 -0.5 0.0 0.10
H -3.776339 -0.674102 2.639657 -0.7 0.4 -0.6 0.10
H -2.518469 2.009479 -0.723220 -0.2 0.0 0.2 0.12
H 2.143363 2.730747 3.756331 0.0 -0.6 -0.1 0.09
C -1.207280 0.569226 -1.599364 -0.3 -0.5 0.1 -0.03
H 0.972266 -0.311545 0.278279 -0.8 -0.1 0.3 0.09
C -2.413585 -1.320613 0.086152 -0.6 0.7 0.3 0.00
C 2.453548 -0.256849 -1.248043 0.9 0.4 0.4 -0.24
O 0.613066 -0.398141 -3.892024 -0.1 -0.4 2.2 -0.33

***

Please write out number 4 again, unchanged.
35
Properties=species:S:1:pos:R:3:forces:R:3:lowdin_charge:R:1 method="wB97M-V/def2-TZVPD" e_above_lowest_kcal_mol=0.00 total_energy_ev=-44610.13355 smiles="COC(=O)[C@H](S)CCS(=O)(=O)c1ccc(OC)cc1" fmax_ev_per_a=3.68
O 2.430597 2.254048 0.044265 -0.1 -0.3 0.8 0.11
H -2.917732 -2.030966 0.746558 0.3 0.1 -0.3 0.11
H 2.111083 0.584606 -1.851558 0.1 0.1 0.1 0.11
H -1.130636 -2.784173 -0.905291 -0.4 0.7 0.1 0.13
C -1.443320 -1.725736 -0.828688 0.3 -0.2 0.0 -0.06
H 3.004883 -0.482922 2.378069 -0.1 0.1 0.1 -0.13
H 2.657935 -1.999078 -2.567596 0.1 0.2 -0.5 0.11
C 1.966453 -1.546969 -1.871948 -0.9 -0.5 0.6 -0.24
S 0.417126 -1.372062 -2.799170 0.0 -0.7 -3.6 0.72
H -5.071073 -1.061675 1.438342 0.2 0.2 -0.1 0.09
C -2.229209 0.968256 -0.729236 1.1 -0.4 -0.5 0.01
H 3.563210 -0.262208 -1.234519 -0.6 0.2 -0.3 0.13
C -4.517293 -0.242431 1.912349 1.0 -0.1 0.2 -0.04
O 2.242953 1.418762 2.125010 -0.3 0.7 0.6 -0.10
C -2.819394 0.043785 0.138839 0.2 -0.8 -0.4 -0.28
O 0.061103 -2.701000 -3.326142 0.2 1.2 1.7 -0.34
C -0.828373 -0.788637 -1.666822 -0.2 0.3 0.4 -0.31
H -0.731457 1.300599 -2.248021 -0.1 -0.2 0.0 0.12
H -5.257863 0.383654 2.472915 1.0 -0.2 -0.8 0.10
H 1.785900 -2.336801 -1.132792 -0.1 0.1 0.0 0.10
C 2.272598 2.770037 2.677892 0.5 0.9 -0.8 -0.02
H 3.241562 3.294070 2.465037 -0.8 -0.7 0.0 0.11
S 2.961179 -1.220424 1.275797 0.3 -1.2 -0.3 0.82
C 2.263231 1.315080 0.794456 -0.1 0.9 -2.0 -0.52
O -3.781925 0.567514 0.925240 -1.1 -0.4 1.2 -0.09
C 2.017971 -0.089540 0.214057 0.7 0.6 0.8 -0.54
H 1.463921 3.396008 2.255190 0.4 -0.5 0.0 0.10
H -3.776339 -0.674102 2.639657 -0.7 0.4 -0.6 0.10
H -2.518469 2.009479 -0.723220 -0.2 0.0 0.2 0.12
H 2.143363 2.730747 3.756331 0.0 -0.6 -0.1 0.09
C -1.207280 0.569226 -1.599364 -0.3 -0.5 0.1 -0.03
H 0.972266 -0.311545 0.278279 -0.8 -0.1 0.3 0.09
C -2.413585 -1.320613 0.086152 -0.6 0.7 0.3 0.00
C 2.453548 -0.256849 -1.248043 0.9 0.4 0.4 -0.24
O 0.613066 -0.398141 -3.892024 -0.1 -0.4 2.2 -0.33